Formula: C4H3LiO2Sc
Source: the OMol25 dataset
Level of theory: wB97M-V/def2-TZVPD

Results
Kohn-Sham gap (spin up / spin down): 6.93 / 6.94 eV
charge: +2
multiplicity: 2
energy above the lowest of the compared OMol25 structures with the same formula, charge and spin: 449.22 kJ/mol
expectation value of S²: 1.7632
total energy: -1072.05987 Ha

Each line ends with the Löwdin charge.
Element x y z (Å)
1 Sc -2.2650 -0.1721 3.3746  1.18
2 O -0.3892 -0.6354 0.6073  -0.31
3 C -0.7476 0.4004 -0.3517  -0.15
4 H -1.5565 0.2600 -1.0805  0.14
5 H -0.9252 1.3452 0.1773  0.13
6 C 1.7215 0.9548 -1.2541  0.34
7 C 0.5992 0.3007 -1.0321  -0.15
8 C 1.1314 -0.7021 -0.0909  -0.24
9 O 1.8778 -1.6271 0.0530  0.23
10 Li -1.5484 -2.0871 1.0016  0.72
11 H 2.1020 1.9627 -1.4045  0.11



Formula: C3H7FO2Sr
Source: the OMol25 dataset
Level of theory: wB97M-V/def2-TZVPD

Results
Kohn-Sham gap (spin up / spin down): 6.65 / 8.26 eV
charge: +1
multiplicity: 2
energy above the lowest of the compared OMol25 structures with the same formula, charge and spin: 8.55 kJ/mol
expectation value of S²: 0.7533
total energy: -399.27588 Ha

Each line ends with the Löwdin charge.
Element x y z (Å)
1 O -0.4231 1.7511 0.0771  -0.60
2 C -1.7509 1.3854 -0.0680  -0.35
3 C -2.0493 0.0359 0.5672  -0.17
4 O -1.0302 -0.8960 0.1281  -0.27
5 C -0.9657 -2.1046 0.7182  -0.03
6 Sr 1.3133 0.6106 0.0020  1.77
7 H -2.0477 1.3404 -1.1343  0.12
8 H -2.4251 2.1122 0.4237  0.13
9 H -3.0229 -0.3595 0.2487  0.14
10 H -1.9967 0.0975 1.6642  0.13
11 H -0.4608 -2.8599 0.1100  0.08
12 H -1.7689 -2.3723 1.4109  0.08
13 H 1.8572 -0.6245 2.4663  0.21
14 F 2.0975 -0.8722 1.5201  -0.25



Formula: C6H4O
Source: the OMol25 dataset
Level of theory: wB97M-V/def2-TZVPD

Results
Kohn-Sham gap: 9.12 eV
energy above the lowest of the compared OMol25 structures with the same formula, charge and spin: 423.01 kJ/mol
total energy: -306.05041 Ha
SMILES: C#CC#C[C@H]1CO1

Each line ends with the Löwdin charge.
Element x y z (Å)
1 C -0.3216 -2.5346 -2.4899  0.15
2 C -0.3190 -1.8624 -1.4852  -0.13
3 C -0.3712 -1.2808 -0.2492  -0.04
4 C -0.2023 -0.5837 0.7437  0.08
5 C 0.3942 0.7520 0.6992  -0.35
6 C -0.0211 1.8961 1.4866  -0.11
7 O 1.2144 1.2484 1.7287  -0.01
8 H -0.3768 -3.1990 -3.3195  0.04
9 H 0.7275 0.9520 -0.3112  0.14
10 H -0.7831 1.7789 2.2505  0.12
11 H 0.0589 2.8333 0.9463  0.11



Copy entry 2 word for word.
Formula: C3H7FO2Sr
Source: the OMol25 dataset
Level of theory: wB97M-V/def2-TZVPD

Results
Kohn-Sham gap (spin up / spin down): 6.65 / 8.26 eV
charge: +1
multiplicity: 2
energy above the lowest of the compared OMol25 structures with the same formula, charge and spin: 8.55 kJ/mol
expectation value of S²: 0.7533
total energy: -399.27588 Ha

Each line ends with the Löwdin charge.
Element x y z (Å)
1 O -0.4231 1.7511 0.0771  -0.60
2 C -1.7509 1.3854 -0.0680  -0.35
3 C -2.0493 0.0359 0.5672  -0.17
4 O -1.0302 -0.8960 0.1281  -0.27
5 C -0.9657 -2.1046 0.7182  -0.03
6 Sr 1.3133 0.6106 0.0020  1.77
7 H -2.0477 1.3404 -1.1343  0.12
8 H -2.4251 2.1122 0.4237  0.13
9 H -3.0229 -0.3595 0.2487  0.14
10 H -1.9967 0.0975 1.6642  0.13
11 H -0.4608 -2.8599 0.1100  0.08
12 H -1.7689 -2.3723 1.4109  0.08
13 H 1.8572 -0.6245 2.4663  0.21
14 F 2.0975 -0.8722 1.5201  -0.25